Record 1
Here is C5H10O2 as an isolated structure from OMol25. Energies are from the ωB97M-V functional and the def2-TZVPD basis.

Last column: natural (NBO) charge in e.
Geometry (Å):
1 C -2.193 -0.554 0.297  -0.7340
2 C -1.809 0.855 -0.051  0.4544
3 O -1.037 1.530 0.590  -0.5370
4 C 0.970 -1.456 -0.328  0.1212
5 C 1.788 -0.472 -0.701  -0.3481
6 C 1.847 -0.097 0.757  -0.0833
7 O 0.916 -1.198 1.027  -0.5126
8 H -3.220 -0.547 0.681  0.2376
9 H -2.188 -1.180 -0.602  0.2252
10 H -1.508 -0.952 1.049  0.2533
11 H -2.309 1.277 -0.949  0.1027
12 H 0.642 2.363 -0.609  0.0252
13 H 0.446 -2.307 -0.751  0.1942
14 H 2.260 -0.136 -1.612  0.2251
15 H 1.171 2.324 -1.131  -0.0316
16 H 1.424 0.856 1.081  0.2154
17 H 2.800 -0.305 1.251  0.1923

- HOMO level: -8.92 eV



Record 2
Here is an isolated molecule of C5H10O2 from OMol25. Energies are from the ωB97M-V functional and the def2-TZVPD basis.

Last column: natural (NBO) charge in e.
Geometry (Å):
1 C -0.209 -1.383 -1.190  -0.4033
2 C 0.361 -0.377 -0.525  -0.0073
3 C 1.681 -0.556 0.174  -0.0959
4 O 1.562 -0.091 1.510  -0.7256
5 C -0.282 0.990 -0.444  -0.4733
6 C -1.494 1.047 0.514  -0.0501
7 O -2.323 -0.090 0.467  -0.7151
8 H -1.142 -1.242 -1.728  0.2108
9 H 0.241 -2.373 -1.228  0.1981
10 H 2.450 0.015 -0.370  0.1711
11 H 1.978 -1.615 0.155  0.1716
12 H 2.365 0.383 1.747  0.4740
13 H 0.444 1.731 -0.087  0.2157
14 H -0.597 1.290 -1.448  0.2163
15 H -2.133 1.887 0.225  0.1786
16 H -1.137 1.234 1.535  0.1630
17 H -1.766 -0.848 0.693  0.4717

- HOMO level: -9.65 eV
- SMILES string: C=C(CO)CCO



Record 3
Here is a 2-piece molecular cluster, C5H10O2 overall at a distorted geometry from OMol25. Energies are from the ωB97M-V functional and the def2-TZVPD basis.

Last column: natural (NBO) charge in e.
Geometry (Å):
1 C 0.727 1.481 2.662  -0.4029
2 C 0.615 0.470 1.778  -0.2099
3 C 1.310 0.420 0.522  -0.2967
4 C 0.577 -0.066 -0.525  0.3041
5 C 0.895 0.245 -1.931  -0.6716
6 O -0.416 -0.948 -0.130  -0.7157
7 H 0.065 1.630 3.439  0.1879
8 H 1.407 2.287 2.629  0.1830
9 H -0.152 -0.308 1.874  0.2256
10 H 2.368 0.819 0.496  0.2164
11 H 0.044 0.462 -2.607  0.2429
12 H 1.493 -0.742 -2.329  0.2078
13 H 1.717 1.044 -1.889  0.2413
14 H -0.160 -1.772 -0.584  0.4880
15 O -2.797 -1.254 -1.529  -0.9321
16 H -2.536 -0.580 -0.796  0.4759
17 H -3.279 -0.521 -1.994  0.4559

- HOMO level: -7.97 eV
- SMILES string: C=C/C=C(/C)O.O



Record 4
Here is C5H10O2 as an isolated structure from OMol25. Energies are from the ωB97M-V functional and the def2-TZVPD basis.

Last column: natural (NBO) charge in e.
Geometry (Å):
1 C 2.109 -0.931 -0.374  -0.7341
2 C 0.827 -1.655 -0.080  0.4501
3 O 0.294 -1.643 1.007  -0.5340
4 C -0.119 1.385 -0.721  0.1176
5 C -1.425 1.229 -0.504  -0.3435
6 C -1.114 1.473 0.949  -0.0821
7 O 0.301 1.581 0.579  -0.5104
8 H 2.938 -1.630 -0.207  0.2423
9 H 2.156 -0.606 -1.419  0.2181
10 H 2.206 -0.083 0.306  0.2533
11 H 0.398 -2.254 -0.913  0.1078
12 H -1.776 -1.403 0.696  0.0310
13 H 0.584 1.444 -1.544  0.1947
14 H -2.315 1.079 -1.095  0.2264
15 H -2.337 -1.093 0.314  -0.0410
16 H -1.270 0.671 1.673  0.2100
17 H -1.458 2.436 1.333  0.1939

- HOMO level: -8.97 eV



Record 5
Here is an isolated molecule of C5H10O2 from OMol25. Energies are from the ωB97M-V functional and the def2-TZVPD basis.

Last column: natural (NBO) charge in e.
Geometry (Å):
1 C -1.926 -0.108 0.280  -0.6762
2 C -1.258 1.185 -0.192  -0.0678
3 O 0.027 0.934 -0.748  -0.5096
4 C 0.864 0.206 0.119  -0.0079
5 C 2.199 -0.032 -0.560  -0.6152
6 C 0.365 -1.219 0.428  0.4153
7 O 0.277 -2.078 -0.420  -0.5407
8 H -1.965 -0.195 1.371  0.2078
9 H -2.908 -0.294 -0.144  0.2307
10 H -1.381 -0.953 -0.129  0.2489
11 H -1.839 1.652 -0.990  0.1973
12 H -1.172 1.916 0.630  0.1629
13 H 0.974 0.753 1.072  0.1620
14 H 2.700 0.901 -0.812  0.2226
15 H 2.008 -0.623 -1.460  0.2365
16 H 2.835 -0.628 0.104  0.2117
17 H 0.146 -1.429 1.498  0.1217

- HOMO level: -9.59 eV
- SMILES string: CCO[C@H](C)C=O



Record 6
Here is an isolated molecule of C5H10O2 at a distorted geometry from OMol25. Energies are from the ωB97M-V functional and the def2-TZVPD basis.

Last column: natural (NBO) charge in e.
Geometry (Å):
1 O -0.583 -2.301 0.835  -0.5359
2 C 0.368 -1.730 1.318  0.4390
3 C 0.279 -0.190 1.437  -0.5038
4 C 0.960 0.623 0.291  -0.3877
5 C 0.515 0.373 -1.155  -0.4377
6 C -0.975 0.150 -1.355  -0.0854
7 O -1.704 1.363 -1.056  -0.7496
8 H 1.266 -2.272 1.637  0.1169
9 H -0.791 -0.035 1.397  0.2130
10 H 0.672 0.082 2.427  0.2177
11 H 0.746 1.637 0.645  0.2149
12 H 2.045 0.517 0.362  0.2058
13 H 0.840 1.355 -1.541  0.2223
14 H 1.133 -0.348 -1.687  0.2132
15 H -1.135 0.166 -2.440  0.1851
16 H -1.339 -0.706 -0.816  0.2006
17 H -2.297 1.315 -0.300  0.4716

- HOMO level: -9.81 eV
- SMILES string: O=CCCCCO